w.
Entry from the Open Molecules 2025 dataset: 2 unconnected molecules or ions with the total composition C2H8N3S (ωB97M-V/def2-TZVPD).

## Properties
HOMO level: -13.59 eV

```
! wB97M-V def2-TZVPD RIJCOSX def2/J DEFGRID3
* xyz 1 1
S 0.5843 -1.9447 0.1876
N -1.1086 0.1909 -0.5023
N -2.2983 0.0177 0.2373
N 1.1305 0.7884 1.2047
C 0.0602 -0.3900 -0.2759
C 1.1941 -0.7828 -1.1136
H -2.6623 -0.9255 0.0743
H 2.0246 1.1698 0.9666
H 1.2509 -0.1311 1.5017
H -0.9157 1.1408 -0.8742
H 0.6105 1.4953 1.8183
H 2.1475 -0.3927 -1.0317
H 0.9908 -0.9851 -2.2294
H -3.0085 0.7489 0.0366
*
```

x.
Entry from the Open Molecules 2025 dataset: a gas-phase ion, C2H8N3S (charge +1) (ωB97M-V/def2-TZVPD).

## Properties
HOMO level: -11.65 eV

```
! wB97M-V def2-TZVPD RIJCOSX def2/J DEFGRID3
* xyz 1 1
S -0.1282 -0.1518 0.5073
N 2.2971 0.3907 -0.2156
N 2.7488 -0.8701 0.0770
N -2.7171 -0.4524 -0.3111
C 1.0833 0.9185 -0.1076
C -1.8012 0.6369 0.4105
H 0.8528 1.8871 -0.5864
H -3.6790 0.0522 -0.1781
H 2.9654 1.1110 -0.7255
H -2.7741 -1.3497 0.2692
H 3.6948 -0.8929 0.2525
H 1.9953 -1.3667 0.4983
H -2.4781 -0.6559 -1.3089
H -2.0599 0.7431 1.4184
*
```

Most stable: w. Least stable: x.

w.
Entry from the Open Molecules 2025 dataset: C2H6N4 in the gas phase (ωB97M-V/def2-TZVPD).

## Properties
HOMO level: -9.22 eV

```
! wB97M-V def2-TZVPD RIJCOSX def2/J DEFGRID3
* xyz 0 1
N 1.5572 -0.1670 0.8392
N 1.3890 0.2777 -0.5133
N 1.5663 -1.1536 -0.2405
N 0.4422 -0.4652 1.5250
C -0.8362 -0.2376 0.2521
C -0.0728 0.6745 -0.7295
H -0.9841 -1.2979 -0.0974
H -0.0873 1.6533 -0.4931
H -0.1399 0.3285 -1.8057
H 0.2203 0.1286 2.2965
H -1.7884 0.1921 0.6203
H 2.5028 -1.2396 -0.5899
*
```

x.
Entry from the Open Molecules 2025 dataset: C2H6N4 in the gas phase (ωB97M-V/def2-TZVPD).

## Properties
HOMO level (spin up / spin down): -7.17 / -7.26 eV

```
! wB97M-V def2-TZVPD RIJCOSX def2/J DEFGRID3
* xyz 0 1
N 0.8271 -1.9999 0.2568
N -2.1827 0.6060 0.1258
N -0.9951 -0.0456 -0.0557
N 0.0280 0.7476 -0.1888
C 1.3088 0.3366 -0.1147
C 1.6381 -1.0291 -0.0031
H 2.0472 1.1130 -0.0003
H 2.6915 -1.2215 0.1947
H -0.1392 1.7554 -0.0527
H -2.1681 1.6229 0.2185
H -0.1033 -1.9476 -0.1447
H -2.9523 0.0621 -0.2359
*
```

y.
Entry from the Open Molecules 2025 dataset: C2H6N4 in the gas phase (ωB97M-V/def2-TZVPD).

## Properties
HOMO level: -8.61 eV

```
! wB97M-V def2-TZVPD RIJCOSX def2/J DEFGRID3
* xyz 0 1
N 0.8680 -0.6076 -1.6525
N 1.9318 0.1450 -1.0366
N -0.1597 0.4870 0.9836
N -0.8452 0.4377 -0.2450
C -0.2599 -0.2105 -1.2854
C -1.0376 0.5006 1.8642
H 1.9679 -0.1148 0.0960
H -1.8694 -0.1913 -0.2081
H -2.1716 0.3180 1.8274
H -0.3515 0.4045 2.8638
H -0.8202 -0.7377 -2.0045
H 2.7474 -0.4309 -1.2029
*
```

z.
Entry from the Open Molecules 2025 dataset: a molecular structure, C2H6N4 (ωB97M-V/def2-TZVPD).

## Properties
HOMO level: -7.41 eV

```
! wB97M-V def2-TZVPD RIJCOSX def2/J DEFGRID3
* xyz 0 1
N -0.2358 0.5646 -0.9737
N -0.0034 -1.8281 -0.9637
N 0.2990 -0.5509 1.2324
N -0.5973 3.0042 -0.0100
C -0.2715 1.8831 0.3182
C 0.0538 -0.5286 -0.4935
H -0.3781 -1.1768 1.6558
H -0.8409 3.2437 -0.9649
H 0.0997 0.5302 1.3244
H -0.0752 -1.8764 -1.9719
H 0.6895 -2.4640 -0.5911
H 1.2602 -0.8010 1.4380
*
```

Most stable: z. Least stable: w.

w.
Entry from the Open Molecules 2025 dataset: C5H6O in the gas phase (ωB97M-V/def2-TZVPD).

## Properties
HOMO level: -9.25 eV

```
! wB97M-V def2-TZVPD RIJCOSX def2/J DEFGRID3
* xyz 0 1
O -1.9102 0.8812 -0.3941
C -0.8461 1.2220 0.5137
C 1.9933 -1.2297 0.6417
C 1.1134 -0.4058 0.1485
C -1.0692 -0.0005 -1.1611
C 0.0753 0.2783 -0.2178
H 1.6208 -2.0393 1.2662
H 3.0599 -1.1543 0.4737
H -0.6180 2.2946 0.5100
H -1.3934 -1.0483 -1.1138
H -1.0403 0.8947 1.5429
H -0.9853 0.3072 -2.2100
*
```

x.
Entry from the Open Molecules 2025 dataset: C5H6O in the gas phase (ωB97M-V/def2-TZVPD).

## Properties
HOMO level: -8.45 eV

```
! wB97M-V def2-TZVPD RIJCOSX def2/J DEFGRID3
* xyz 0 1
O 1.1384 0.6368 -0.0889
C -0.5200 1.9822 0.6348
C -1.7028 2.2391 0.5469
C 0.0219 -1.3158 -0.8003
C 1.0959 -0.7889 0.1399
C 0.5922 1.1779 1.0023
H -2.7301 2.5028 0.4707
H 2.0797 -1.2398 0.0073
H -0.3203 -2.3011 -0.4726
H 0.7935 -0.8769 1.1883
H -0.8369 -0.6318 -0.7996
H 0.3886 -1.3844 -1.8287
*
```

y.
Entry from the Open Molecules 2025 dataset: C5H6O in the gas phase (ωB97M-V/def2-TZVPD).

## Properties
HOMO level: -9.51 eV

```
! wB97M-V def2-TZVPD RIJCOSX def2/J DEFGRID3
* xyz 0 1
O 0.6051 0.5809 2.3784
C -1.1186 -0.0742 0.8246
C -1.0767 -0.5513 -0.4196
C 0.2480 0.3253 1.2501
C 1.1464 0.2426 0.0070
C 0.1669 -0.0847 -1.1298
H 0.5369 -0.7660 -1.8951
H -0.1401 0.8453 -1.6281
H 1.8940 -0.5498 0.1292
H 1.6934 1.1837 -0.1139
H -2.0006 0.0319 1.4363
H -1.8770 -1.1008 -0.9095
*
```

Most stable: y. Least stable: x.

w.
Entry from the Open Molecules 2025 dataset: a molecular structure, HNO3S (ωB97M-V/def2-TZVPD).

## Properties
HOMO level (spin up / spin down): -10.50 / -10.50 eV

```
! wB97M-V def2-TZVPD RIJCOSX def2/J DEFGRID3
* xyz 0 1
S 1.2658 0.3424 0.4880
O 1.6953 -0.0545 -0.8579
O 0.4186 1.5003 0.4044
O -0.4211 -1.2049 0.4125
N -1.3844 -0.7875 -0.1722
H -1.5741 0.2042 -0.2748
*
```

x.
Entry from the Open Molecules 2025 dataset: 2 unconnected molecules or ions with the total composition HNO3S (ωB97M-V/def2-TZVPD).

## Properties
HOMO level (spin up / spin down): -9.24 / -9.03 eV

```
! wB97M-V def2-TZVPD RIJCOSX def2/J DEFGRID3
* xyz 0 1
S 1.1280 1.4199 -0.0451
O 0.0164 0.3110 -0.6500
O 2.3467 -1.1736 -0.1748
O 3.9470 0.2684 0.1898
N 2.9183 -0.1578 -0.1057
H -0.8769 0.2625 -0.2516
*
```

y.
Entry from the Open Molecules 2025 dataset: 2 unconnected molecules or ions with the total composition HNO3S (ωB97M-V/def2-TZVPD).

## Properties
HOMO level (spin up / spin down): -9.59 / -9.92 eV

```
! wB97M-V def2-TZVPD RIJCOSX def2/J DEFGRID3
* xyz 0 1
S -0.5632 -0.1671 0.6105
O 0.1304 0.5380 -0.5283
O -1.2429 2.3508 0.6135
O 0.4622 3.1683 -0.2852
N -0.4098 2.4124 -0.2244
H -0.7905 -1.5919 0.0763
*
```

z.
Entry from the Open Molecules 2025 dataset: HNO3S in the gas phase (ωB97M-V/def2-TZVPD).

## Properties
HOMO level (spin up / spin down): -8.91 / -8.90 eV

```
! wB97M-V def2-TZVPD RIJCOSX def2/J DEFGRID3
* xyz 0 1
S -0.1384 0.6136 0.5828
O 1.6628 -0.0183 -1.2374
O -0.3138 1.7759 -0.2163
O -1.2780 -0.5011 0.3643
N 1.0363 -0.6244 -0.4285
H -0.9689 -1.2457 0.9351
*
```

Most stable: z. Least stable: y.

w.
Entry from the Open Molecules 2025 dataset: 2 unconnected molecules or ions with the total composition F2H2NP (ωB97M-V/def2-TZVPD).

## Properties
HOMO level: -11.69 eV

```
! wB97M-V def2-TZVPD RIJCOSX def2/J DEFGRID3
* xyz 0 1
P -2.0200 -0.6609 -1.5640
F -1.3306 -1.5730 -2.7556
F 0.6984 0.5995 1.7379
N -1.0286 -0.0406 -0.6161
H -0.1106 -0.2174 -0.3073
H 0.0003 0.1448 1.2989
*
```

x.
Entry from the Open Molecules 2025 dataset: F2H2NP in the gas phase (ωB97M-V/def2-TZVPD).

## Properties
HOMO level: -10.32 eV

```
! wB97M-V def2-TZVPD RIJCOSX def2/J DEFGRID3
* xyz 0 1
P 0.1739 0.8969 0.5101
F 1.4982 0.7524 -0.5333
F 0.9776 0.1451 1.7803
N -0.7589 -0.6254 -0.2393
H -1.7282 -0.5117 -0.4216
H -0.1626 -0.6572 -1.0962
*
```

Most stable: x. Least stable: w.

w.
Entry from the Open Molecules 2025 dataset: C2H6N2S in the gas phase (ωB97M-V/def2-TZVPD).

## Properties
HOMO level: -8.72 eV

```
! wB97M-V def2-TZVPD RIJCOSX def2/J DEFGRID3
* xyz 0 1
S 2.5547 0.0746 -0.1497
N 0.0743 1.5262 -0.1379
N 1.0023 -0.5961 0.0918
C -1.4086 -0.4203 -0.0516
C -0.1234 0.2606 -0.0479
H -0.7633 2.0536 0.0070
H -1.6177 -0.8852 -1.0278
H 2.9375 0.5740 1.0185
H 0.9647 -1.4323 -0.5386
H -1.3259 -1.3168 0.5453
H -2.2944 0.1617 0.2908
*
```

x.
Entry from the Open Molecules 2025 dataset: C2H6N2S in the gas phase (ωB97M-V/def2-TZVPD).

## Properties
HOMO level: -8.69 eV

```
! wB97M-V def2-TZVPD RIJCOSX def2/J DEFGRID3
* xyz 0 1
S -1.9958 -0.5404 -0.0342
N 1.3488 0.3803 0.0300
N -1.1008 0.7141 -0.2588
C 0.2999 1.0827 0.1663
C 1.4066 -1.0841 -0.0793
H 0.7702 -1.3302 -0.9178
H 2.4516 -1.3868 -0.3589
H 1.2610 -1.4488 0.9632
H -3.2163 -0.1482 1.0767
H -1.6150 1.5926 -0.8314
H 0.3898 2.1687 0.2441
*
```

y.
Entry from the Open Molecules 2025 dataset: C2H6N2S in the gas phase (ωB97M-V/def2-TZVPD).

## Properties
HOMO level: -8.91 eV

```
! wB97M-V def2-TZVPD RIJCOSX def2/J DEFGRID3
* xyz 0 1
S -1.4665 -0.6971 1.1107
N -1.1005 -0.8266 -0.5497
N 0.9809 0.4212 -0.7093
C 0.0603 -0.3490 -1.1525
C 0.9481 1.2176 0.5024
H 1.1252 0.5754 1.3573
H -1.6423 -1.5137 -1.0747
H 1.7470 1.9595 0.4838
H 0.0053 1.7620 0.6377
H -0.7383 -1.7535 1.5429
H 0.0809 -0.7956 -2.1487
*
```

Most stable: w. Least stable: x.